ORCA calculation (ωB97M-V/def2-TZVPD) on a molecular structure, C7H3Cl3IrO7.

Computed properties:
**ΔE to the lowest compared entry with this formula, charge and spin**: 19.9 kcal per mole
**LUMO energy (spin up / spin down)**: -1.9 / -1.9 eV
**Total energy**: -62034.4536 eV
**M**: 497.67 g/mol
**2S+1**: 2
**Highest occupied orbital energy (spin up / spin down)**: -9.32 / -9.63 eV

Last column: natural (NBO) charge in e.
Positions of all 21 atoms, in Å:
1 Ir 0.00422 0.08393 0.01073  1.649
2 Cl -2.62792 -4.48595 4.80082  0.034
3 C -1.87858 -3.20486 3.91138  -0.077
4 C -1.24849 -2.15986 4.59668  -0.156
5 C -0.65228 -1.14256 3.90444  -0.124
6 Cl 0.11861 0.13294 4.76699  0.062
7 C -0.64008 -1.10017 2.50492  0.447
8 O -0.02079 -0.07936 1.93867  -0.639
9 C -1.28635 -2.16231 1.81753  -0.301
10 C -1.40785 -2.30459 0.42070  0.433
11 O -0.98907 -1.57654 -0.50654  -0.558
12 C -1.89842 -3.20632 2.54839  -0.134
13 H -1.22525 -2.14656 5.67729  0.253
14 H -1.94934 -3.20161 0.11939  0.178
15 H -2.38808 -4.01542 2.02513  0.235
16 O -0.76602 1.47643 -0.58586  -0.532
17 O 1.96253 -2.04112 0.22321  -0.850
18 Cl 2.30674 -1.38567 -1.01651  2.531
19 O 3.66466 -1.46368 -1.35730  -0.760
20 O 1.45304 -1.81935 -2.06565  -0.805
21 O 2.00002 0.07828 -0.74331  -0.886